(1)
A cluster of 14 separate species, C39H42F11N3O33 in total in a non-equilibrium geometry. Source: OMol25; level of theory: ωB97M-V/def2-TZVPD.

Each line ends with the Mulliken charge.
Atoms and positions in Å:
C  1.629  -3.016  4.525  -0.3861
C  2.652  -2.144  3.833  0.5521
O  2.467  -2.471  2.530  -0.0571
C  1.459  -3.298  2.321  0.4700
O  1.047  -3.675  1.241  -0.6361
O  1.123  -3.804  3.393  -0.3204
F  3.886  -2.555  4.142  -0.3307
H  0.779  -2.553  5.027  0.0871
H  2.104  -3.591  5.319  0.3468
H  2.464  -1.071  3.890  0.2300
C  0.166  -0.854  0.064  0.2401
C  0.029  0.554  0.716  1.1556
O  0.018  1.460  -0.387  0.3004
C  0.059  0.717  -1.539  0.1065
O  -0.184  1.147  -2.710  -0.4916
O  0.197  -0.592  -1.327  -0.3345
F  1.053  0.809  1.570  -0.2056
H  -0.681  -1.519  0.235  -0.1265
H  1.079  -1.347  0.399  -0.2684
H  -0.881  0.578  1.316  -0.3501
C  5.711  2.799  1.611  -0.1959
C  4.837  1.599  1.807  0.6230
O  5.674  0.637  2.381  -0.2858
C  6.935  1.036  2.175  0.5851
O  7.886  0.302  2.515  -0.5972
O  7.001  2.231  1.734  -0.3094
F  4.398  1.218  0.597  -0.3055
H  5.538  3.507  2.421  0.2831
H  5.620  3.395  0.703  0.0054
H  3.994  1.853  2.449  0.1741
C  -4.666  0.876  2.319  -0.3597
C  -4.647  1.492  0.945  -0.1924
O  -4.597  0.277  0.161  -0.2845
C  -3.821  -0.554  0.781  0.4306
O  -3.327  -1.494  0.290  -0.4049
O  -3.798  -0.230  2.098  -0.1513
F  -3.615  2.361  0.761  -0.1658
H  -5.669  0.724  2.717  0.2707
H  -4.148  1.487  3.059  0.2246
H  -5.486  2.096  0.601  0.5292
C  -2.702  2.779  -2.232  1.2261
C  -3.429  4.100  -1.745  0.6588
O  -4.788  3.673  -1.517  -0.3148
C  -5.011  2.660  -2.257  0.5055
O  -6.043  2.062  -2.219  -0.5607
O  -3.852  2.213  -2.934  -0.3547
F  -3.349  5.124  -2.581  -0.3476
H  -2.446  2.155  -1.375  -0.6583
H  -1.902  2.810  -2.971  -0.2130
H  -3.004  4.533  -0.839  0.0308
C  1.034  4.875  1.064  -0.1853
C  -0.415  5.169  0.555  0.2122
O  -1.191  4.430  1.453  -0.2264
C  -0.503  3.756  2.364  0.5526
O  -0.985  3.167  3.340  -0.5972
O  0.784  3.984  2.183  -0.2805
F  -0.310  4.798  -0.723  -0.0496
H  1.540  5.660  1.625  0.2798
H  1.691  4.350  0.371  0.0695
H  -0.689  6.214  0.697  0.3506
C  -5.578  -5.272  -0.905  -0.4548
C  -5.456  -3.781  -0.698  0.5385
O  -5.684  -3.565  0.700  -0.2298
C  -6.255  -4.639  1.182  0.6110
O  -6.700  -4.821  2.369  -0.6069
O  -6.164  -5.635  0.300  -0.3566
F  -6.429  -3.191  -1.266  -0.3046
H  -4.654  -5.850  -0.915  0.3192
H  -6.206  -5.482  -1.771  0.2858
H  -4.512  -3.409  -1.095  0.1649
C  -0.289  -1.238  -5.419  -0.4143
C  -0.307  -1.701  -6.850  0.2585
O  -0.713  -0.500  -7.573  -0.3318
C  -0.433  0.581  -6.795  0.6179
O  -0.492  1.722  -7.157  -0.5085
O  -0.066  0.183  -5.538  -0.1836
F  -1.089  -2.694  -7.007  -0.2695
H  0.488  -1.789  -4.888  0.2916
H  -1.292  -1.335  -5.003  0.2595
H  0.721  -1.979  -7.082  0.2881
C  -2.845  -3.243  3.845  0.5006
C  -4.278  -3.009  4.021  0.6574
O  -4.426  -2.402  5.258  -0.3898
C  -3.310  -2.281  5.888  0.7029
O  -3.102  -1.723  6.980  -0.6581
O  -2.405  -2.804  5.178  -0.3262
F  -5.002  -4.147  4.185  -0.3620
H  -2.492  -2.616  3.026  -0.4067
H  -2.556  -4.261  3.583  0.2954
H  -4.804  -2.521  3.200  0.0279
C  6.033  -2.978  0.896  -0.0097
C  7.039  -2.987  -0.250  0.3707
O  7.304  -4.370  -0.416  -0.3391
C  6.856  -5.070  0.659  0.6081
O  7.084  -6.253  0.864  -0.5602
O  6.187  -4.237  1.456  -0.2848
F  8.187  -2.434  0.209  -0.2966
H  5.040  -2.754  0.506  0.0474
H  6.302  -2.172  1.578  0.1112
H  6.800  -2.395  -1.133  0.3349
C  1.059  4.963  -5.189  -0.1667
C  -0.176  4.363  -4.601  0.5367
O  -1.195  4.624  -5.574  -0.3075
C  -0.804  5.609  -6.287  0.6331
O  -1.519  6.222  -7.072  -0.6034
O  0.505  5.839  -6.083  -0.3630
F  -0.445  4.909  -3.379  -0.2471
H  1.673  4.212  -5.687  0.2553
H  1.575  5.615  -4.484  0.2870
H  -0.150  3.274  -4.561  -0.0547
C  0.817  -5.747  -1.199  -0.4222
C  0.882  -7.160  -0.650  0.2597
N  1.019  -8.268  -0.288  -0.4044
H  0.201  -5.810  -2.096  0.3287
H  1.766  -5.290  -1.482  0.2542
H  0.281  -5.110  -0.495  0.0226
C  -1.259  0.882  5.528  -1.2250
C  -0.842  0.207  4.348  0.4221
N  -0.502  -0.418  3.416  -0.1303
H  -1.226  0.237  6.406  0.3962
H  -2.232  1.347  5.371  0.2235
H  -0.388  1.507  5.728  0.3649
C  5.685  4.436  -2.799  -0.8730
C  4.554  4.106  -1.852  0.4833
N  3.697  3.885  -1.074  -0.5188
H  6.460  4.830  -2.142  0.2923
H  5.337  5.260  -3.422  0.2985
H  6.012  3.623  -3.447  0.3077

## Properties
Highest occupied orbital energy in eV: -10.84

(2)
A structure of composition C22H40BrClN4Tc in a non-equilibrium geometry. Source: OMol25; level of theory: ωB97M-V/def2-TZVPD.

Each line ends with the Mulliken charge.
Atoms and positions in Å:
Tc  -1.001  1.492  0.395  -0.1641
Cl  -1.364  -0.466  -0.697  -0.6986
C  -3.257  5.070  0.240  -0.3042
C  -2.432  2.983  0.475  -0.0022
N  -2.921  3.916  -0.415  0.6153
H  -3.387  5.466  2.386  0.3829
N  -2.621  3.562  1.697  0.3545
H  -3.586  5.974  -0.249  0.3264
C  -2.912  3.765  -1.852  1.4504
C  -3.981  4.668  -2.443  -2.0171
C  -1.527  4.155  -2.356  -1.0870
H  -3.744  5.728  -2.293  0.4140
H  -4.034  4.492  -3.523  0.4488
H  -4.961  4.442  -2.004  0.4176
H  -3.242  2.239  -3.303  0.4674
H  -4.198  2.020  -1.800  0.3761
H  -0.767  3.474  -1.948  -0.0712
C  -3.222  2.321  -2.204  -1.3051
H  -1.276  5.173  -2.032  0.2944
H  -1.503  4.090  -3.453  0.4497
H  -2.467  1.612  -1.837  0.0936
C  -3.130  4.831  1.559  -0.6782
C  -0.735  3.758  3.164  -1.4721
H  -0.941  4.817  3.368  0.3581
H  -0.249  3.313  4.042  0.4225
C  -2.041  3.014  2.908  1.5293
H  -1.570  1.132  3.666  0.5362
C  -3.023  3.264  4.055  -1.8237
H  -3.991  2.773  3.874  0.4077
H  -0.066  3.658  2.297  0.2332
H  -0.691  1.280  2.179  0.4595
H  -3.196  4.337  4.208  0.3960
H  -2.601  2.868  4.988  0.4479
C  -1.755  1.547  2.663  -1.9285
H  -2.609  0.940  2.336  0.4042
C  3.614  -4.722  -1.521  -0.4315
N  2.911  -3.529  -1.622  0.1123
H  4.096  -5.897  0.268  -0.1084
N  3.009  -4.005  0.462  -0.3956
H  3.977  -5.293  -2.360  0.1700
C  2.401  -2.978  -2.889  2.7931
C  3.217  -3.527  -4.049  -2.4836
C  0.932  -3.368  -3.023  -1.8537
H  3.089  -4.615  -4.143  0.4516
H  2.851  -3.066  -4.976  0.4200
H  4.283  -3.280  -3.931  0.4683
H  2.138  -1.048  -3.756  0.4409
H  3.505  -1.137  -2.625  0.3765
H  0.334  -2.933  -2.210  0.2177
C  2.475  -1.468  -2.798  -1.8963
H  0.800  -4.456  -3.033  0.3821
H  0.552  -2.981  -3.975  0.4453
H  1.830  -1.090  -1.998  0.4125
C  3.675  -5.021  -0.204  -0.2082
C  1.153  -4.483  1.953  -2.8681
H  1.000  -5.498  1.557  0.5101
H  0.835  -4.479  3.003  0.4577
C  2.619  -4.061  1.881  6.3575
H  2.367  -2.667  3.482  0.4777
C  3.502  -5.052  2.615  -4.4213
H  4.562  -4.776  2.542  0.5880
H  0.527  -3.772  1.396  0.1333
H  2.130  -1.973  1.842  0.2672
H  3.357  -6.077  2.246  0.5247
H  3.233  -5.059  3.678  0.5620
C  2.736  -2.659  2.445  -2.6775
H  3.783  -2.329  2.450  0.4118
C  2.542  -3.072  -0.402  -0.6528
Br  0.962  2.663  -0.398  -0.7167

## Properties
<S²>: 3.78
Multiplicity: 4
Energy relative to the best compared isomer or geometry (same formula, charge and spin) in kcal/mol: 0.0
Total charge: -2
Highest occupied orbital energy (spin up / spin down) in eV: 2.81 / -0.37

(3)
A cluster of 2 separate species, C3H4ClIN2S in total in a non-equilibrium geometry. Source: OMol25; level of theory: ωB97M-V/def2-TZVPD.

Each line ends with the Mulliken charge.
Atoms and positions in Å:
C  0.660  1.444  0.661  -1.2467
C  1.126  0.259  -0.071  0.2780
I  3.270  -0.057  0.405  0.0120
N  0.443  -0.161  -1.031  -0.2210
S  0.985  -1.455  -1.885  -0.1130
H  0.703  1.368  1.680  0.4799
H  -0.426  1.746  0.608  0.2973
H  1.136  2.385  0.507  0.3928
H  -0.226  -1.931  -2.078  0.1176
N  -2.748  -0.069  -0.201  -0.3083
C  -2.541  -1.024  0.378  0.3792
Cl  -2.380  -2.504  1.028  -0.0678

## Properties
SMILES string: C/C(I)=N/S.N#CCl
Energy relative to the best compared isomer or geometry (same formula, charge and spin) in kcal/mol: 18.4
Highest occupied orbital energy in eV: -9.06

(4)
A cluster of 2 separate species, C5H10O2 in total in a non-equilibrium geometry. Source: OMol25; level of theory: ωB97M-V/def2-TZVPD.

Each line ends with the Mulliken charge.
Atoms and positions in Å:
C  -2.073  0.072  -1.301  -1.0476
C  -0.960  -0.377  -0.714  0.6630
O  -1.033  -1.473  0.139  -0.5126
C  0.355  0.248  -0.776  -0.7336
C  1.481  -0.078  -0.146  0.5110
C  2.726  0.707  -0.119  -1.2868
H  -2.981  -0.520  -1.273  0.2638
H  -2.115  0.969  -1.909  0.2769
H  -1.419  -2.246  -0.278  0.3164
H  0.294  1.169  -1.349  0.1907
H  1.449  -0.942  0.516  0.4110
H  2.758  1.613  -0.731  0.3343
H  3.621  0.188  -0.484  0.3275
H  2.964  1.008  0.901  0.2889
O  -0.537  0.709  2.297  -0.6808
H  -0.703  1.556  1.862  0.3252
H  -0.502  0.119  1.516  0.3526

## Properties
SMILES string: C=C(O)/C=C/C.O
Energy relative to the best compared isomer or geometry (same formula, charge and spin) in kcal/mol: 52.5
Highest occupied orbital energy in eV: -8.81